C54H123N5O6 | wB97M-V/def2-TZVPD

Atoms and positions in Å:
C  -1.332  0.577  5.790
C  -1.034  0.918  4.318
C  -1.979  2.042  3.931
O  -2.788  2.226  5.078
C  -2.053  1.872  6.262
H  -0.486  0.432  6.463
H  -1.900  -0.350  5.860
H  -1.018  -0.012  3.750
H  -0.029  1.332  4.248
H  -2.640  1.918  3.074
H  -1.368  2.900  3.652
H  -2.785  1.620  7.030
H  -1.397  2.627  6.695
C  3.257  -2.966  2.305
C  2.243  -2.300  3.281
C  3.112  -1.163  3.860
O  4.195  -0.930  2.941
C  4.068  -1.835  1.822
H  2.759  -3.421  1.449
H  3.892  -3.813  2.562
H  1.846  -2.838  4.141
H  1.484  -1.844  2.645
H  3.548  -1.436  4.821
H  2.504  -0.300  4.133
H  5.050  -2.126  1.449
H  3.563  -1.371  0.975
C  4.538  3.620  3.612
C  3.567  2.534  3.130
C  2.198  2.946  3.658
O  2.510  3.671  4.775
C  3.680  4.503  4.532
H  5.085  4.220  2.885
H  5.359  3.253  4.227
H  3.873  1.599  3.600
H  3.481  2.456  2.046
H  1.539  2.155  4.016
H  1.624  3.437  2.872
H  4.056  4.902  5.474
H  3.318  5.343  3.938
C  -0.720  -2.457  -2.896
C  -1.867  -3.447  -2.912
C  -1.599  -4.193  -4.153
O  -0.274  -3.858  -4.638
C  -0.068  -2.491  -4.245
H  0.047  -2.945  -2.295
H  -0.895  -1.451  -2.515
H  -2.859  -3.015  -2.780
H  -1.775  -4.178  -2.109
H  -2.364  -4.014  -4.909
H  -1.558  -5.274  -4.016
H  -0.487  -1.769  -4.947
H  1.013  -2.383  -4.329
C  -1.099  0.497  -2.878
C  0.349  0.067  -2.748
C  0.986  1.260  -3.538
O  0.078  2.302  -3.438
C  -1.103  1.975  -2.715
H  -1.650  -0.027  -2.097
H  -1.564  0.248  -3.832
H  0.559  -0.889  -3.228
H  0.586  -0.033  -1.689
H  0.950  0.903  -4.567
H  1.943  1.554  -3.107
H  -2.018  2.382  -3.145
H  -0.973  2.360  -1.703
C  0.493  4.666  -1.617
C  -0.688  4.665  -0.623
C  -1.389  6.006  -0.855
O  -0.273  6.839  -1.328
C  0.760  6.118  -1.994
H  0.063  4.040  -2.399
H  1.388  4.168  -1.246
H  -0.221  4.799  0.353
H  -1.321  3.780  -0.695
H  -1.833  6.501  0.009
H  -2.114  5.780  -1.637
H  1.737  6.397  -1.601
H  0.834  6.400  -3.045
C  -5.764  -3.124  1.323
C  -5.065  -1.895  1.822
N  -3.992  -2.261  2.753
C  -2.904  -1.254  2.801
C  -2.141  -1.117  1.517
C  -4.734  -2.401  4.034
C  -3.760  -2.854  5.170
H  -5.145  -3.871  0.825
H  -6.561  -2.840  0.636
H  -6.282  -3.655  2.122
H  -4.750  -1.358  0.927
H  -5.735  -1.125  2.204
H  -3.388  -0.282  2.899
H  -2.298  -1.345  3.702
H  -2.117  -2.154  1.184
H  -2.522  -0.475  0.722
H  -1.099  -0.830  1.661
H  -5.456  -3.217  4.000
H  -5.203  -1.447  4.272
H  -3.000  -2.100  5.372
H  -3.249  -3.763  4.851
H  -4.398  -3.035  6.035
C  -0.693  2.194  0.430
C  -0.377  0.756  0.020
N  -0.059  -0.164  1.134
C  0.714  0.404  2.261
C  2.131  0.871  1.923
C  0.489  -1.533  0.692
C  -0.543  -2.343  -0.131
H  -1.666  2.345  0.897
H  -0.536  2.927  -0.361
H  0.025  2.573  1.156
H  -1.117  0.321  -0.650
H  0.501  0.803  -0.624
H  0.126  1.046  2.917
H  0.767  -0.414  2.980
H  2.297  1.821  2.432
H  2.987  0.257  2.202
H  2.295  1.069  0.864
H  0.849  -2.066  1.572
H  1.392  -1.347  0.110
H  -0.625  -1.811  -1.079
H  -1.554  -2.393  0.273
H  -0.257  -3.356  -0.412
C  2.900  0.427  -0.530
C  3.203  -0.822  -1.287
N  3.181  -0.475  -2.702
C  3.230  -1.765  -3.425
C  2.599  -1.550  -4.782
C  4.394  0.421  -3.011
C  3.902  1.953  -3.234
H  3.784  1.063  -0.491
H  2.563  0.162  0.472
H  2.008  0.925  -0.911
H  4.212  -1.159  -1.051
H  2.456  -1.568  -1.016
H  2.825  -2.607  -2.863
H  4.263  -2.002  -3.678
H  2.632  -2.364  -5.506
H  3.135  -0.761  -5.308
H  1.592  -1.134  -4.810
H  5.075  0.509  -2.164
H  5.064  0.182  -3.836
H  4.744  2.525  -3.623
H  3.171  2.118  -4.025
H  3.618  2.513  -2.343
C  -2.509  1.483  -0.834
C  -3.928  1.893  -0.456
N  -4.298  3.071  -1.240
C  -5.124  4.038  -0.463
C  -4.416  4.746  0.727
C  -4.918  2.638  -2.500
C  -4.875  3.645  -3.606
H  -2.490  1.326  -1.912
H  -2.087  0.589  -0.374
H  -1.888  2.359  -0.652
H  -4.531  0.989  -0.534
H  -4.019  2.045  0.620
H  -5.497  4.787  -1.162
H  -5.895  3.350  -0.115
H  -3.556  5.333  0.405
H  -4.973  5.592  1.130
H  -4.175  4.021  1.505
H  -5.957  2.428  -2.246
H  -4.498  1.706  -2.877
H  -3.832  3.870  -3.828
H  -5.360  4.604  -3.429
H  -5.152  3.352  -4.619
C  4.484  -5.558  -2.560
C  3.526  -4.379  -3.059
N  2.484  -4.083  -2.159
C  2.937  -3.444  -0.961
C  1.894  -2.525  -0.166
C  1.532  -5.157  -1.744
C  0.702  -5.450  -2.998
H  3.956  -6.369  -2.058
H  5.202  -5.150  -1.848
H  5.052  -5.995  -3.382
H  4.119  -3.499  -3.308
H  3.114  -4.721  -4.009
H  3.310  -4.160  -0.228
H  3.832  -2.855  -1.164
H  1.173  -3.068  0.446
H  2.412  -1.849  0.514
H  1.233  -2.082  -0.910
H  0.816  -4.811  -0.998
H  2.047  -5.997  -1.276
H  -0.077  -6.207  -2.902
H  1.290  -5.753  -3.864
H  0.198  -4.577  -3.412

Force components x, y, z for each atom (eV/Å):
C 0.13 1.14 0.56
C 0.75 -0.90 1.48
C -0.28 -0.21 0.16
O -0.05 1.19 0.61
C -1.11 -1.98 -0.72
H 0.52 -0.11 -0.48
H -0.54 0.39 0.11
H -0.45 0.54 0.00
H -0.39 -0.14 1.02
H -0.10 -0.56 0.10
H 0.01 0.57 0.39
H -0.18 0.22 -0.05
H 0.25 0.26 -0.59
C -0.89 -1.97 -0.12
C 2.02 0.46 0.30
C 0.28 -0.94 0.63
O -0.03 -0.17 -0.09
C 0.84 0.87 0.61
H -0.12 0.07 0.58
H -0.01 0.23 1.25
H -0.22 -0.47 -0.52
H 0.57 -0.46 1.44
H 0.24 -0.39 -0.01
H 0.17 0.50 -0.65
H 0.17 0.11 0.28
H 0.81 0.68 0.64
C 0.89 0.72 1.36
C 2.19 1.19 0.26
C 0.35 0.06 0.97
O 0.24 1.92 1.98
C -1.67 -0.33 -1.25
H -0.54 -0.05 -0.50
H -0.09 -0.67 -0.02
H -0.03 -0.04 -0.47
H 1.57 0.46 0.36
H 0.42 -0.10 0.03
H -0.15 0.84 -0.11
H 0.15 -0.51 -0.06
H 0.02 0.42 0.04
C 0.83 -0.38 0.27
C -0.13 0.13 1.33
C -0.43 -1.44 -2.41
O -2.55 2.05 -1.96
C -0.29 -1.36 -1.02
H -0.05 0.42 -0.02
H -0.57 -1.62 -0.67
H -0.01 0.12 -0.53
H 0.09 0.28 0.46
H 0.15 0.23 -0.35
H -0.25 0.07 0.01
H -0.37 0.04 -0.45
H -1.28 -0.57 0.99
C -0.05 -2.08 0.61
C 0.67 0.85 -1.81
C -0.52 -1.92 1.58
O -0.74 2.14 -0.94
C 2.40 0.52 -1.29
H -0.18 -0.10 -0.98
H 0.18 -0.16 -0.21
H 0.40 1.23 0.23
H 0.37 -0.26 -1.28
H 0.97 0.25 -0.32
H -0.95 -0.37 -0.63
H 0.38 0.68 -0.30
H 0.56 -0.47 -1.83
C -1.24 -1.06 -0.96
C 0.67 2.91 1.00
C 2.03 -0.66 -1.61
O -1.04 0.92 0.27
C -0.40 -0.34 0.97
H 0.96 0.52 -0.62
H -0.09 -0.09 0.11
H -0.39 -0.73 0.53
H -0.73 2.49 -0.43
H 0.16 -0.11 -0.15
H -0.37 0.78 -0.24
H -0.06 0.36 0.42
H -0.56 -0.44 -0.27
C -1.37 -0.47 0.08
C 0.98 0.06 -1.30
N -0.93 0.07 0.36
C -2.18 1.50 -0.19
C -3.38 -3.22 2.28
C 2.58 -0.61 0.72
C -0.85 0.54 -0.79
H 0.38 0.36 0.02
H -0.04 0.03 -0.21
H 0.04 -0.06 0.13
H 1.00 -0.17 -0.11
H -0.50 -0.17 0.75
H -0.38 0.60 0.78
H 0.01 -0.64 -0.36
H -1.56 1.01 1.50
H -0.58 -0.35 0.56
H -1.64 -0.11 0.65
H -0.24 0.35 -0.50
H -0.29 0.09 0.30
H -0.21 -0.09 0.31
H -0.10 -0.09 0.12
H 0.43 -0.08 0.29
C 2.64 -0.91 2.86
C 3.72 -0.49 1.58
N 3.84 1.79 -0.71
C 0.78 -1.33 -1.17
C -2.04 1.87 1.52
C -5.75 5.26 3.04
C -0.72 0.77 -0.57
H 0.39 0.00 0.55
H 1.02 -2.25 1.15
H 0.55 -0.39 0.39
H 3.26 -0.75 0.84
H -0.27 0.85 0.97
H 0.79 0.54 -2.46
H 0.05 -0.08 -0.02
H -1.71 -2.70 -1.49
H -0.62 0.14 -0.08
H -1.78 2.67 2.98
H -1.63 0.81 -0.44
H -4.18 4.20 2.20
H -0.05 -0.14 1.11
H 1.79 -0.53 -1.75
H -0.01 0.25 0.27
C 0.65 -1.59 -1.18
C 0.72 3.19 -1.91
N 2.15 -0.87 -0.65
C 0.19 2.29 -1.46
C 0.50 1.35 -1.72
C -2.24 2.31 0.35
C 1.81 -0.58 -0.82
H -0.24 0.37 0.40
H 1.77 -2.05 -2.61
H 0.85 0.35 -0.47
H 0.22 -0.14 0.49
H 2.33 2.78 -2.85
H -0.74 1.93 -0.56
H 0.41 0.24 0.23
H -0.02 -0.49 0.31
H 0.58 0.19 0.06
H 0.77 0.18 0.16
H -0.07 -0.44 0.39
H -0.69 -0.64 -0.38
H 0.55 -0.08 0.12
H 0.23 -0.39 0.19
H -0.30 -0.46 0.16
C -5.68 1.44 -1.03
C 0.90 -0.54 0.45
N 0.99 0.19 0.00
C 0.55 -0.77 -0.17
C -0.05 0.01 -0.95
C -1.08 0.25 0.53
C 1.23 1.11 -1.05
H -1.95 -0.02 1.67
H -3.99 1.65 0.16
H -2.62 -1.57 -0.68
H -0.91 0.00 -0.72
H 0.23 0.67 0.21
H -0.23 -0.14 0.09
H -0.98 0.76 0.48
H 0.50 -0.77 -0.24
H -0.86 -0.53 0.23
H 0.18 0.34 0.09
H -0.54 -0.38 -0.21
H 0.30 -0.03 0.39
H 0.37 0.34 0.44
H -0.12 -0.12 0.30
H -0.81 -0.70 0.29
C -0.25 1.09 -0.20
C 1.99 -3.84 -0.67
N -2.28 -0.27 2.62
C 0.98 -0.48 2.01
C 4.08 -9.18 -3.20
C -0.28 0.22 -2.17
C 0.30 -1.28 0.62
H -0.15 0.08 -0.13
H 0.09 -0.07 0.09
H -0.05 0.11 -0.09
H 0.03 -1.25 0.50
H -0.26 0.08 -0.07
H 0.10 -0.71 0.13
H -0.20 -0.38 -0.11
H 1.94 -1.49 -0.70
H 1.06 -1.94 -1.10
H 1.09 -1.84 -1.43
H 0.39 0.46 0.12
H 0.14 -0.28 -0.15
H 0.18 -0.35 0.52
H 0.35 -0.26 0.17
H 1.31 -0.86 1.54

Results
* orbital gap: 7.25 eV
* net charge: 0
* 2S+1: 1
* F_max: 10.54 eV Å⁻¹